Computed, not measured: a structure of composition C23H41N2P3STc in a non-equilibrium geometry, with the ωB97M-V functional and the def2-TZVPD basis.

- Charge: +4
- Spin multiplicity: 4
- Frontier orbital gap (spin up / spin down): 5.6217 / 3.4129 eV
- ΔE to the lowest compared entry with this formula, charge and spin: 524.1 kJ/mol

Each line ends with the Mulliken charge.
Positions of all 71 atoms, in Å:
Tc1 -0.5723 -0.2158 0.5628  0.375
P1 1.5476 0.5030 0.8264  1.285
P2 0.4665 -0.7984 -2.1668  1.236
P3 -0.8844 -0.7054 2.6140  1.172
H1 -2.0617 -4.0010 0.7376  0.512
C1 -2.7135 -3.1037 0.8362  -0.954
C2 -2.9965 -2.2831 -0.2225  -0.871
H2 -3.9281 -2.4965 -0.7821  0.625
C3 2.8665 -0.7212 1.1849  -1.203
C4 2.4570 1.6304 -0.3066  -1.351
C5 1.5675 1.6588 2.2506  -1.389
C6 -0.3662 -1.3287 -3.7399  -1.253
C7 1.4945 0.4977 -3.0259  -1.589
C8 1.7208 -2.1516 -1.9395  -1.184
C9 -2.2367 -1.6910 3.2429  -1.620
C10 -1.2287 0.7699 3.6435  -1.642
C11 0.5070 -1.5458 3.4462  -1.474
H3 -3.4897 -3.2223 1.5693  0.678
H4 -2.6776 -1.2655 -0.3578  0.570
H5 3.7703 -0.1257 1.3806  0.441
H6 3.0220 -1.3699 0.3095  0.181
H7 2.6042 -1.3192 2.0650  0.401
H8 3.2374 2.1237 0.2888  0.637
H9 1.7762 2.4123 -0.6745  0.316
H10 2.8934 1.0611 -1.1391  0.310
H11 2.5560 2.1463 2.2308  0.577
H12 1.3991 1.1351 3.2060  0.325
H13 0.8154 2.4479 2.0808  0.297
H14 0.0950 -0.8351 -4.5966  0.520
H15 -1.4275 -1.0730 -3.6825  0.416
H16 -0.2780 -2.4000 -3.9076  0.277
H17 2.5444 0.1980 -3.0631  0.468
H18 1.4246 1.4591 -2.5120  0.334
H19 1.1159 0.6546 -4.0363  0.514
H20 1.7276 -2.8136 -2.8155  0.549
H21 1.4604 -2.7526 -1.0649  0.028
H22 2.7219 -1.7649 -1.7476  0.555
H23 -2.3468 -1.5375 4.3254  0.581
H24 -2.0773 -2.7557 3.0680  0.469
H25 -3.1889 -1.4022 2.7600  0.441
H26 -1.0442 0.4929 4.6831  0.504
H27 -2.2834 1.0281 3.5183  0.566
H28 -0.6349 1.6430 3.3927  0.330
H29 0.1154 -2.1337 4.2823  0.527
H30 1.2477 -0.8355 3.8315  0.400
H31 1.0103 -2.2546 2.7798  0.364
C12 -0.7153 -4.4900 -1.8802  1.166
C13 0.0173 -4.6031 -0.6930  -0.208
C14 1.0753 -5.4808 -0.6337  -0.365
C15 1.2735 -6.3917 -1.6743  -0.505
C16 0.5157 -6.3046 -2.8480  -0.562
C17 -0.3780 -5.2543 -3.0167  -0.539
S1 -2.1626 -3.5097 -2.1779  0.020
H32 -1.4268 -2.4207 -2.0156  -0.371
H33 -0.1960 -3.9296 0.1161  0.134
H34 1.7638 -5.4750 0.2004  0.535
H35 2.0755 -7.1329 -1.6214  0.479
H36 0.5992 -7.0632 -3.6383  0.488
H37 -0.9208 -5.1031 -3.9519  0.546
N1 -1.8562 6.8238 -0.3042  -0.261
C18 -1.7967 5.6663 -0.3332  -0.372
C19 -1.7443 4.2499 -0.3483  0.646
C20 -2.3470 3.4880 0.6661  -0.874
C21 -2.2010 2.1098 0.6587  -0.422
N2 -1.3412 1.5251 -0.2108  0.208
C22 -0.9672 2.2137 -1.3242  -0.541
C23 -1.0663 3.5873 -1.3767  -0.697
H38 -2.9426 3.9365 1.4700  0.542
H39 -2.6946 1.4446 1.3975  0.633
H40 -0.5531 1.6257 -2.1430  0.486
H41 -0.6295 4.1143 -2.2223  0.583